1.
Formula: C5H15N2
Source: OMol25
Level of theory: the ωB97M-V functional and the def2-TZVPD basis

The geometry in XYZ format:
```
22
C5H15N2 | OMol25 | the ωB97M-V functional and the def2-TZVPD basis
C 1.00862 -1.42055 -0.91265
N 0.79667 -0.05227 -0.38361
C 0.83785 0.97706 -1.43575
C -0.60422 0.06916 0.73102
C -0.26604 1.50305 1.21216
C -1.79639 -0.24670 -0.03728
N -0.23091 -0.94933 1.61677
H 0.46686 -1.49079 -1.82691
H 2.05194 -1.62249 -1.17027
H 0.68432 -2.07856 -0.16713
H 1.60321 0.12561 0.38249
H 1.32117 1.85562 -1.21873
H 1.01487 0.57032 -2.46745
H -0.33045 1.26077 -1.56996
H 0.79938 1.38851 1.55504
H -0.35461 2.30096 0.58698
H -0.85765 1.68954 2.10922
H -1.69728 -1.30950 -0.30762
H -2.71036 -0.16476 0.60476
H -1.94867 0.32200 -0.91143
H -0.31144 -1.96427 1.39433
H 0.52315 -0.76338 2.21601
```

Kohn-Sham gap (Ha): 0.416
Multiplicity: 1
Charge: +1

2.
Formula: C5H15N2
Source: OMol25
Level of theory: the ωB97M-V functional and the def2-TZVPD basis

The geometry in XYZ format:
```
22
C5H15N2 | OMol25 | the ωB97M-V functional and the def2-TZVPD basis
N -2.25093 1.48555 -0.67220
C -0.10146 -0.70544 -0.60458
C 1.22214 0.10686 -0.59848
C 1.03474 1.28314 0.27806
C 2.30445 -0.89681 -0.18580
C -0.58567 -1.37493 0.67945
N -1.87901 -0.92166 1.26463
H -2.24687 2.48555 -0.69752
H -3.06109 1.24034 -1.26665
H -1.32844 1.04751 -1.14690
H -0.20087 -1.22914 -1.61326
H 1.55014 0.45824 -1.56592
H 0.36845 2.01140 -0.21495
H 1.85671 1.93310 0.64388
H 0.35601 0.91170 1.12345
H 1.85095 -1.67829 0.38149
H 3.12294 -0.48159 0.38429
H 2.67157 -1.33471 -1.08216
H 0.14494 -1.14040 1.47268
H -0.68678 -2.43663 0.65392
H -1.80401 -0.42422 2.17527
H -2.33792 -0.33958 0.59132
```

Kohn-Sham gap (Ha): 0.227
Multiplicity: 1
Charge: +1

3.
Formula: C5H15N2O
Source: OMol25
Level of theory: the ωB97M-V functional and the def2-TZVPD basis

The geometry in XYZ format:
```
23
C5H15N2O | OMol25 | the ωB97M-V functional and the def2-TZVPD basis
N -2.39583 -1.08333 0.83196
C -1.58975 -0.16313 1.68302
C -0.67746 0.79187 0.91490
N 0.32324 -0.10730 0.24559
C 1.61490 0.56149 0.70026
C 0.16944 0.12301 -1.26549
C 1.36893 -0.47240 -1.97939
O 2.38181 0.55105 -2.03516
H -2.00699 -1.20215 -0.11654
H -3.41053 -0.69310 0.66266
H -2.28547 -2.09595 1.16529
H -0.96350 -0.81110 2.35080
H -2.13578 0.31543 2.52346
H -1.33376 1.28182 0.17626
H -0.34234 1.71190 1.40195
H 1.93943 1.35992 0.01558
H 1.54748 1.12062 1.64631
H 2.45326 -0.10619 0.77083
H 0.05092 1.20540 -1.31453
H -0.79064 -0.27616 -1.53078
H 1.75702 -1.28537 -1.27964
H 1.25442 -0.99854 -2.91872
H 3.07120 0.27221 -2.64863
```

Kohn-Sham gap (alpha / beta) (Ha): 0.161 / 0.376
Multiplicity: 2

4.
Formula: C5H15N2O
Source: OMol25
Level of theory: the ωB97M-V functional and the def2-TZVPD basis

The geometry in XYZ format:
```
23
C5H15N2O | OMol25 | the ωB97M-V functional and the def2-TZVPD basis
C -1.66686 -1.09561 -0.63391
C -1.11416 -1.04710 0.80013
C 0.16632 -1.86591 0.92696
N -2.92503 -0.30805 -0.73563
H -1.94365 -2.11932 -0.86239
H -0.88705 -0.79296 -1.38030
H -1.91022 -1.42520 1.45159
H -0.99490 0.01338 1.13040
H 0.93032 -1.64081 0.07543
H 0.00438 -2.93231 0.83927
H 0.60435 -1.77203 1.93240
H -3.27112 -0.40352 -1.70410
H -2.70223 0.68951 -0.60533
O 2.28290 3.26019 0.04210
C 1.86796 2.55969 -0.89436
C 1.41840 1.15617 -0.65888
N 1.43782 0.91485 0.82599
H 1.84766 2.90680 -1.94395
H 0.39688 0.98224 -1.02338
H 2.04633 0.39664 -1.11084
H 2.08279 0.14799 1.02330
H 1.80904 1.76398 1.29083
H 0.52009 0.61140 1.21468
```

Kohn-Sham gap (alpha / beta) (Ha): 0.159 / 0.306
Multiplicity: 2

5.
Formula: C5H15N2O
Source: OMol25
Level of theory: the ωB97M-V functional and the def2-TZVPD basis

The geometry in XYZ format:
```
23
C5H15N2O | OMol25 | the ωB97M-V functional and the def2-TZVPD basis
C -1.38621 -0.15468 0.71361
N -0.00479 0.06763 0.20226
C 0.93871 0.38381 1.26706
C 0.87085 1.91135 1.54310
N 0.86716 2.45704 0.15076
C 0.52755 -0.98887 -0.69568
C -0.44301 -1.41018 -1.75928
O -1.26054 -2.46278 -1.22202
H -1.74837 -1.12461 0.41524
H -1.38976 -0.09756 1.79373
H -2.03148 0.65729 0.37718
H 1.94181 0.08190 0.96753
H 0.73495 -0.16566 2.18989
H -0.06572 2.07960 2.04576
H 1.83179 2.16707 1.96973
H 0.67503 3.45922 0.11967
H 0.22998 1.77783 -0.35832
H 1.81492 2.42148 -0.22946
H 0.89772 -1.85492 -0.14291
H 1.38462 -0.51960 -1.18790
H -1.04695 -0.63624 -2.24695
H 0.11887 -1.83874 -2.59401
H -1.81539 -2.79748 -1.93477
```

Kohn-Sham gap (Ha): 0.366
Multiplicity: 1
Charge: +1

6.
Formula: C5H15N2O
Source: OMol25
Level of theory: the ωB97M-V functional and the def2-TZVPD basis

The geometry in XYZ format:
```
23
C5H15N2O | OMol25 | the ωB97M-V functional and the def2-TZVPD basis
C 2.53784 0.04738 0.23537
C 1.07286 -0.31440 0.13292
C 0.24262 0.86890 0.61292
C -1.28227 0.79697 0.80460
C -2.01454 -0.32032 0.01670
N -1.61224 -1.54276 0.32716
N 0.80886 -0.79154 -1.18984
H 2.84044 0.30608 1.24849
H 2.77247 0.84253 -0.45865
H 3.13381 -0.79711 -0.11827
H 0.82977 -1.32555 0.88101
H 0.36214 1.67126 -0.11808
H 0.71496 1.14582 1.55715
H -1.68900 1.74107 0.44442
H -3.09237 -0.16065 0.06315
H -1.63919 -0.08966 -1.07889
H 1.13193 -1.81407 1.40971
H -2.40739 -2.14830 0.61979
H 0.20128 -0.06106 -1.65400
H 0.23671 -1.61696 -1.11181
H -1.46773 0.69075 1.87222
H -0.95632 1.63575 -2.67730
O -0.72462 1.23589 -1.81879
```

Kohn-Sham gap (Ha): 0.235
Multiplicity: 1
Charge: +1

7.
Formula: C5H15N2O
Source: OMol25
Level of theory: the ωB97M-V functional and the def2-TZVPD basis

The geometry in XYZ format:
```
23
C5H15N2O | OMol25 | the ωB97M-V functional and the def2-TZVPD basis
C 1.27234 0.57648 -0.67352
C 0.57940 1.22744 -1.85617
C 1.36715 2.43256 -2.35131
N 0.58768 -0.70679 -0.29185
H 2.31375 0.35201 -0.89097
H 1.25647 1.21360 0.20790
H -0.43059 1.52239 -1.56324
H 0.49990 0.49283 -2.65940
H 1.56524 3.11589 -1.52596
H 2.32096 2.13389 -2.78803
H 0.79619 2.97244 -3.10391
H -0.34033 -0.50303 0.16641
H 0.42151 -1.25950 -1.13092
H 1.12039 -1.25085 0.39249
O 0.60308 -1.79035 2.43536
C -0.53692 -1.65648 2.79754
C -1.71718 -1.83127 1.86007
N -1.94173 -0.53886 1.15635
H -0.76658 -1.35527 3.83497
H -1.45890 -2.57769 1.11056
H -2.58749 -2.14839 2.43410
H -2.78899 -0.61080 0.60191
H -2.13534 0.18975 1.83763
```

Kohn-Sham gap (Ha): 0.402
Multiplicity: 1
Charge: +1

8.
Formula: C5H15N2O
Source: OMol25
Level of theory: the ωB97M-V functional and the def2-TZVPD basis

The geometry in XYZ format:
```
23
C5H15N2O | OMol25 | the ωB97M-V functional and the def2-TZVPD basis
C 2.00314 1.63591 -0.74131
C 1.58292 0.22222 -0.70218
C 0.13638 -0.10664 -0.40557
C -0.27423 -1.37879 -0.16272
N -1.61312 -1.72670 0.01293
C -2.18709 -3.09917 -0.09435
N 1.35474 2.36043 0.46781
H 3.05286 1.77168 -0.86640
H 1.49115 2.05536 -1.68154
H 1.85597 -0.18478 -1.67488
H 2.21536 -0.45896 -0.02556
H -0.64021 0.57877 -0.75663
H 0.50801 -2.20873 -0.08404
H -2.24350 -1.03875 -0.32703
H -1.78836 -3.73311 0.77043
H -3.17175 -3.07118 0.17482
H -1.90287 -3.51166 -1.04364
H 1.64501 3.27204 0.59793
H 1.36536 1.77361 1.31133
H 0.35312 2.46126 0.41062
H -1.21869 2.09983 2.10708
H -1.36562 0.62038 1.37660
O -1.15858 1.66698 1.33628
```

Kohn-Sham gap (Ha): 0.303
Multiplicity: 1
Charge: +1

So what do the calculations give for energy above the lowest of the compared OMol25 structures with the same formula, charge and spin? Going down the list: 182.4, 485.2, 326.9, 165.8, 179.9, 990.6, 76.2, 266.0 kJ/mol.
So what do the calculations give for F_max? Going down the list: 5.86, 4.34, 3.38, 3.43, 2.61, 6.33, 0.41, 7.11 eV/A.